(w)
Entry from the Open Molecules 2025 dataset: a cluster of 12 separate species, H23O12 in total (the ωB97M-V functional and the def2-TZVPD basis).

Positions of all 35 atoms, in Å:
O (1.3389, -1.7350, 2.1922)
H (0.7133, -2.0413, 2.8807)
H (1.4725, -0.7080, 2.5262)
O (-1.2521, -0.7338, 4.9526)
H (-1.7889, -1.2375, 4.4970)
H (-0.8108, -0.1017, 4.3085)
O (-0.6113, -1.0425, -4.0599)
H (-1.2210, -1.1746, -3.3741)
O (-3.4912, -1.1786, -1.9451)
H (-3.8185, -2.0640, -2.4465)
H (-2.6814, -1.2386, -1.2899)
O (-1.4830, 1.4208, 0.3368)
H (-2.3106, 1.5341, 0.4845)
H (-1.7194, 0.4386, 0.1544)
O (0.2779, -1.3841, -0.7552)
H (0.7455, -1.5297, 0.0139)
H (-0.8127, -0.2486, -4.3114)
O (3.2811, 1.0366, 1.1858)
H (4.0180, 1.2156, 0.5042)
H (2.4958, 0.6190, 0.6388)
O (-1.9219, -1.0135, 0.1698)
H (-2.0143, -1.4640, 0.8386)
H (-0.7214, -1.3359, -0.5116)
O (0.4052, 1.2445, -1.5391)
H (-0.4695, 1.3642, -1.1244)
H (0.7045, 0.2937, -1.1235)
O (3.0249, -1.5510, -1.2862)
H (2.1961, -1.1101, -1.0834)
H (2.7693, -2.1702, -1.9486)
O (0.5799, 3.8271, -1.9349)
H (1.4930, 3.9811, -2.0124)
H (0.2933, 3.0223, -2.2522)
O (0.0236, 1.1975, 2.6705)
H (-0.5527, 1.2744, 1.8878)
H (0.6440, 1.9779, 2.8452)

The calculation puts the HOMO-LUMO gap at 9.53 eV. Its LUMO energy is 2.9 eV. Its total charge is -1.

(x)
Entry from the Open Molecules 2025 dataset: a cluster of 12 separate species, H23O12 in total (the ωB97M-V functional and the def2-TZVPD basis).

Positions of all 35 atoms, in Å:
O (0.5342, -0.7592, 1.9600)
H (-0.9079, 2.4478, -1.9352)
H (1.2565, 1.9605, 0.9046)
O (1.0143, -2.1319, -0.1321)
H (1.5600, -2.8270, 0.1977)
H (0.8604, -1.4518, 0.8058)
O (1.7437, 0.5334, -1.0361)
H (1.3203, 1.1021, -1.6853)
O (1.0796, 1.6945, 1.8267)
H (-0.1595, -1.8928, -1.1695)
H (0.9269, 0.7798, 2.0882)
O (-1.1197, 2.3852, -2.8283)
H (-0.3336, 1.1582, 3.9997)
H (-2.2747, -2.6136, 1.4019)
O (3.8887, 1.3361, -2.5693)
H (-4.1762, 0.0988, 0.9909)
H (-2.7643, -1.0099, -3.4972)
O (-0.7231, -1.4523, -1.8231)
H (-0.2372, -1.6462, -2.5414)
H (3.5570, 2.1851, -2.3530)
O (4.1684, 1.4895, 1.1991)
H (4.2787, 1.3915, 0.2535)
H (3.2549, 1.0910, 1.3257)
O (-0.6712, 0.2228, 4.0985)
H (-0.0550, -0.2869, 3.5089)
H (-2.7386, -3.1246, 2.8078)
O (-4.7038, 0.7065, 1.4880)
H (-0.1563, -0.2682, 1.5121)
H (-1.8511, -0.1557, -2.7336)
O (-2.5869, -0.0377, -3.4419)
H (-4.2261, 0.4197, 2.1895)
H (3.0161, 0.8704, -2.4358)
O (-2.7054, -3.4121, 1.8710)
H (1.2618, -0.4106, -0.9183)
H (-1.3309, 1.6077, -3.3293)

The calculation puts the HOMO-LUMO gap at 9.26 eV. Its LUMO energy is 2.5 eV. Its total charge is -1.

(y)
Entry from the Open Molecules 2025 dataset: a cluster of 12 separate species, H23O12 in total (the ωB97M-V functional and the def2-TZVPD basis).

Positions of all 35 atoms, in Å:
O (-0.9043, 1.2002, -0.6179)
H (-1.1681, 1.9283, -1.1682)
H (0.2228, 0.8188, -1.3298)
O (2.6284, -2.9842, -1.3434)
H (2.5085, -2.6058, -2.2244)
H (2.7378, -2.1266, -0.9109)
O (-0.6111, 2.3295, 1.9755)
H (-0.5866, 2.3007, 1.0052)
O (1.2875, -1.3031, 3.6988)
H (0.4366, -0.8427, 3.6225)
H (1.8110, -0.5058, 3.6122)
O (-0.2311, -1.2644, 0.2768)
H (-0.3600, -0.3558, -0.0928)
H (0.7552, 3.4362, -1.0377)
O (-3.5160, -1.5503, 1.9790)
H (-3.5289, -0.6009, 1.8701)
H (-0.3533, 1.4865, 2.3453)
O (3.4742, -0.7975, -2.4976)
H (2.7052, -0.1946, -2.4457)
H (3.9187, -0.7556, -1.6465)
O (0.3596, 3.2184, -1.8846)
H (0.8588, 2.4469, -2.1959)
H (-2.6603, -1.9649, 1.8611)
O (-3.7269, 1.6634, 1.5916)
H (-3.6370, 0.9719, 0.9402)
H (-3.0927, 2.3816, 1.5427)
O (-3.0711, -1.3375, -1.3551)
H (-2.3456, -0.8050, -1.5648)
H (-3.0509, -1.5693, -0.4288)
O (2.6793, -0.4994, 0.3066)
H (1.9678, -0.0656, -0.1838)
H (2.4195, -0.7451, 1.1937)
O (0.9207, 0.3679, -2.0321)
H (0.5841, -1.6316, -0.0515)
H (0.5682, -0.0444, -2.8097)

The calculation puts the HOMO-LUMO gap at 9.06 eV. Its LUMO energy is 2.6 eV. Its total charge is -1.

It turns out (y) is the most stable, with the second structure 155.3 kJ/mol higher.

(w)
Entry from the Open Molecules 2025 dataset: a cluster of 2 separate species, C12H17N in total (the ωB97M-V functional and the def2-TZVPD basis).

Positions of all 30 atoms, in Å:
C (0.6254, 0.4455, -2.5269)
C (1.2425, -0.4842, -3.5987)
C (-0.8835, 0.3232, -2.3455)
H (1.2712, 0.3748, -1.6631)
H (0.8589, 1.4549, -2.8724)
H (1.7504, -1.3872, -3.2428)
H (-1.2497, -0.7000, -2.4360)
H (-1.2394, 0.7083, -1.3909)
H (-1.2953, 0.7916, -3.2407)
H (0.5904, -0.6812, -4.4448)
H (2.1319, 0.0599, -3.9435)
C (-1.9021, 1.8296, 2.7395)
C (-0.1102, 0.1813, 1.8472)
C (-1.4444, 0.4684, 2.3166)
C (-0.0798, -1.1765, 1.4887)
C (-2.1140, -0.7058, 2.2970)
C (1.9837, 0.3894, 0.7111)
C (2.0940, -1.0012, 0.5767)
C (0.9106, 0.9914, 1.3280)
C (1.0026, -1.7920, 0.8714)
N (-1.3343, -1.6982, 1.7362)
H (2.8562, 0.9741, 0.4600)
H (2.9894, -1.4722, 0.2069)
H (0.9076, 2.0659, 1.4857)
H (1.0162, -2.8442, 0.6151)
H (-2.0802, 2.5230, 1.9216)
H (-1.1167, 2.2591, 3.3637)
H (-3.1180, -0.9604, 2.5825)
H (-1.4552, -2.6926, 1.8141)
H (-2.8083, 1.7553, 3.3436)

The calculation puts the HOMO-LUMO gap at 8.85 eV. Its LUMO energy is 0.9 eV.

(x)
Entry from the Open Molecules 2025 dataset: a cluster of 2 separate species, C12H17N in total (the ωB97M-V functional and the def2-TZVPD basis).

Positions of all 30 atoms, in Å:
C (-3.4391, -0.7686, 0.6239)
C (-3.0451, -1.6784, -0.5126)
H (-2.9997, -1.0301, 1.5846)
H (-3.0349, 0.2440, 0.5078)
H (-4.5171, -0.7096, 0.7758)
H (-1.9867, -1.5245, -0.7399)
H (-3.5603, -1.3797, -1.4291)
H (-3.1019, -2.7633, -0.4202)
C (0.1587, 1.0365, 2.0231)
C (0.4565, 2.5215, 1.8248)
C (1.1145, 0.2054, 1.1667)
C (2.2873, -0.3914, 1.5111)
C (0.9935, 0.0280, -0.2573)
C (2.1721, -0.6509, -0.7076)
C (0.0775, 0.5282, -1.1704)
C (2.4072, -0.7773, -2.0657)
C (0.2755, 0.3038, -2.5523)
C (1.4008, -0.3638, -2.9511)
N (2.9341, -0.9104, 0.3924)
H (0.3865, 0.7322, 3.0446)
H (-0.8164, 0.7269, 1.6482)
H (0.5198, 2.7354, 0.7578)
H (2.6624, -0.5225, 2.5152)
H (3.8709, -1.2927, 0.4197)
H (-0.7055, 1.2360, -0.9255)
H (3.2461, -1.3356, -2.4611)
H (-0.5168, 0.6391, -3.2055)
H (1.5570, -0.6731, -3.9785)
H (1.4628, 2.7112, 2.2015)
H (-0.2599, 3.1235, 2.3796)

The calculation puts the HOMO-LUMO gap at 8.70 eV. Its LUMO energy is 0.9 eV.

(y)
Entry from the Open Molecules 2025 dataset: a cluster of 2 separate species, C12H17N in total (the ωB97M-V functional and the def2-TZVPD basis).

Positions of all 30 atoms, in Å:
C (3.7165, 0.3199, 3.2699)
C (2.6145, 0.9896, 2.4365)
C (4.0658, -1.0859, 2.7666)
H (4.5687, 0.9980, 3.2835)
H (3.3602, 0.3589, 4.2961)
H (1.6603, 0.5132, 2.6391)
H (3.2331, -1.4790, 2.1728)
H (4.9458, -1.0135, 2.1367)
H (2.8113, 0.8624, 1.3717)
H (2.6043, 2.0385, 2.7372)
H (4.1594, -1.8010, 3.5865)
C (-0.3766, 2.4287, -2.3588)
C (-0.9959, -0.6890, -0.3777)
C (-1.3977, 0.2457, -1.3505)
C (-0.3971, 1.2781, -1.4117)
C (0.5280, 0.9380, -0.4776)
C (-3.0132, -1.9164, -0.6758)
C (-1.8247, -1.7338, 0.0109)
C (-3.3506, -1.0794, -1.7356)
C (-2.5647, 0.0024, -2.0818)
N (0.1920, -0.2413, 0.1382)
H (-3.6625, -2.7254, -0.3698)
H (-1.5504, -2.4527, 0.7746)
H (-4.2574, -1.2480, -2.3113)
H (-2.8607, 0.6558, -2.8910)
H (0.7255, -0.6066, 0.9144)
H (1.3683, 1.5240, -0.1348)
H (-1.1459, 2.3451, -3.1276)
H (0.5819, 2.5171, -2.8693)
H (-0.5694, 3.3985, -1.8837)

The calculation puts the HOMO-LUMO gap at 8.56 eV. Its LUMO energy is 0.8 eV.

(z)
Entry from the Open Molecules 2025 dataset: an isolated molecule of C12H17N (the ωB97M-V functional and the def2-TZVPD basis).

Positions of all 30 atoms, in Å:
C (-3.2110, -1.3084, 0.0306)
C (-2.7340, 0.0397, -0.2033)
C (-2.1794, -2.0594, 0.4172)
C (-1.4279, 0.0684, 0.1633)
C (1.2386, -0.9611, -1.9033)
C (1.8118, -0.1317, -0.9578)
C (0.2409, -1.5584, 0.7755)
C (0.9922, -0.1302, 0.3767)
C (-0.2213, 0.9029, 0.5151)
C (3.1793, 0.4418, -0.9939)
C (-0.4063, 1.3244, 1.9712)
C (-0.2310, 2.0403, -0.4856)
N (-1.1231, -1.1965, 0.5112)
H (-4.2692, -1.5009, -0.0547)
H (-3.2986, 0.9333, -0.5304)
H (-2.1101, -3.1429, 0.4832)
H (1.7380, -1.1264, -2.8013)
H (0.2526, -1.2787, -1.6637)
H (0.7110, -2.3077, 0.0886)
H (0.5719, -1.6958, 1.7757)
H (1.8478, 0.0424, 1.0635)
H (3.4452, 0.5213, -2.0494)
H (3.2737, 1.2698, -0.4080)
H (3.9441, -0.3655, -0.5223)
H (0.3970, 2.0423, 2.2373)
H (-0.4146, 0.5370, 2.6777)
H (-1.4726, 1.7751, 2.0552)
H (0.8421, 2.1854, -0.8681)
H (-0.8111, 2.9164, -0.2381)
H (-0.5755, 1.7232, -1.4622)

The calculation puts the HOMO-LUMO gap at 8.93 eV. Its LUMO energy is 0.8 eV.

It turns out (y) is the most stable, with the second structure 20.3 kJ/mol higher.

(w)
Entry from the Open Molecules 2025 dataset: a cluster of 2 separate species, C12H17N in total (the ωB97M-V functional and the def2-TZVPD basis).

Positions of all 30 atoms, in Å:
C (0.9839, 2.8178, -2.2662)
C (2.1375, 3.2896, -1.4047)
C (-0.1733, 3.1286, -1.2948)
H (1.0224, 3.4702, -3.2094)
H (0.9564, 1.7707, -2.6599)
H (2.6866, 2.4147, -0.9144)
H (1.8063, 3.9815, -0.6509)
H (-0.1178, 4.1983, -1.1865)
H (-1.1049, 2.7306, -1.5503)
H (2.8708, 4.0139, -1.9340)
H (0.1107, 2.9559, -0.2766)
C (-0.0272, -1.2706, 3.5883)
C (-0.8031, -1.2563, -0.1598)
C (-0.7991, -1.9385, 1.1881)
C (-0.0114, -1.0649, 2.1090)
C (0.3481, 0.0542, 1.3810)
C (-0.8970, -2.0588, -1.2883)
C (-1.4801, -3.3285, -1.2589)
C (-1.5876, -3.8721, -0.0371)
C (-1.1473, -3.2841, 1.2831)
N (-0.2387, 0.0514, 0.0781)
H (-0.9063, -1.6722, -2.2136)
H (-1.8609, -3.8215, -2.1732)
H (0.2674, 0.3283, -0.7621)
H (-1.8828, -4.9061, -0.0162)
H (0.8586, 0.9644, 1.6019)
H (-1.0088, -3.8797, 2.1366)
H (0.3561, -2.2821, 3.7566)
H (-0.9829, -0.9823, 4.0132)
H (0.6246, -0.5522, 4.1210)

The calculation puts the HOMO-LUMO gap at 8.74 eV. Its LUMO energy is 0.9 eV.

(x)
Entry from the Open Molecules 2025 dataset: a cluster of 2 separate species, C12H17N in total (the ωB97M-V functional and the def2-TZVPD basis).

Positions of all 30 atoms, in Å:
C (-0.1013, -1.7443, 1.4848)
C (-1.3369, -1.4426, 2.3579)
C (1.0760, -2.4749, 2.0866)
H (0.2198, -0.7769, 1.1098)
H (-0.4980, -2.2350, 0.5929)
H (-1.2538, -0.5355, 2.9468)
H (-2.1618, -1.2651, 1.6620)
H (1.7412, -2.7698, 1.2885)
H (0.8337, -3.3153, 2.7404)
H (-1.5262, -2.2485, 3.0614)
H (1.6247, -1.8243, 2.7867)
C (1.5468, 1.6472, 1.0702)
C (-0.0056, 0.9543, -0.8943)
C (1.2796, 1.3365, -0.3636)
C (0.1720, 0.8516, -2.3043)
C (2.1650, 1.2964, -1.3724)
C (-2.3767, 0.8082, -1.2644)
C (-2.1744, 0.6962, -2.6438)
C (-1.3068, 0.9393, -0.4078)
C (-0.9051, 0.6683, -3.1653)
N (1.5086, 0.9662, -2.5482)
H (-3.3978, 0.8503, -0.9162)
H (-2.9842, 0.5612, -3.3416)
H (-1.5190, 0.9728, 0.6626)
H (-0.7158, 0.6107, -4.2273)
H (0.8559, 2.4120, 1.4407)
H (2.5391, 2.0648, 1.2137)
H (3.2411, 1.3820, -1.3256)
H (1.9609, 0.8513, -3.4355)
H (1.4990, 0.7631, 1.7054)

The calculation puts the HOMO-LUMO gap at 8.82 eV. Its LUMO energy is 0.9 eV.

(y)
Entry from the Open Molecules 2025 dataset: a cluster of 2 separate species, C12H17N in total (the ωB97M-V functional and the def2-TZVPD basis).

Positions of all 30 atoms, in Å:
C (0.9061, -2.7724, 2.5858)
C (2.0984, -2.9283, 1.5848)
H (1.0993, -2.1228, 3.3153)
H (-0.1404, -2.3943, 2.2250)
H (0.6957, -3.7041, 3.0617)
H (2.4232, -1.9454, 1.2406)
H (1.7707, -3.5588, 0.6757)
H (3.0038, -3.3064, 2.1413)
C (-1.9735, 0.8049, 1.0634)
C (-3.2277, 0.4380, 0.2221)
C (-1.1578, 1.6536, 0.0795)
C (-0.6658, 2.9314, 0.1758)
C (-0.3094, 0.9488, -0.9115)
C (0.6277, 1.9814, -1.4204)
C (-0.2506, -0.3755, -1.3734)
C (1.6034, 1.6459, -2.2518)
C (0.6724, -0.6750, -2.3734)
C (1.7005, 0.3279, -2.7392)
N (0.4068, 3.1650, -0.7346)
H (-2.1092, 1.4332, 1.8914)
H (-1.3066, -0.0288, 1.2040)
H (-2.8319, -0.1367, -0.6176)
H (-1.1633, 3.8108, 0.6232)
H (0.9993, 3.9706, -0.7698)
H (-0.7722, -1.2565, -0.9210)
H (2.3188, 2.4461, -2.4733)
H (0.6326, -1.5754, -2.8915)
H (2.5475, 0.0044, -3.3437)
H (-3.7067, 1.2932, -0.2038)
H (-3.8911, -0.0748, 0.9351)

The calculation puts the HOMO-LUMO gap at 8.71 eV. Its LUMO energy is 0.9 eV.

(z)
Entry from the Open Molecules 2025 dataset: a cluster of 2 separate species, C12H17N in total (the ωB97M-V functional and the def2-TZVPD basis).

Positions of all 30 atoms, in Å:
C (-0.8517, 1.8924, 2.4267)
C (-1.3432, -0.3942, 1.2596)
C (-1.6001, 1.0265, 1.4516)
C (-2.1093, -0.7505, 0.1454)
C (-2.4877, 1.3992, 0.5094)
C (-0.3804, -1.2632, 1.7680)
C (-0.2339, -2.5030, 1.1954)
C (-0.9980, -2.8735, 0.0733)
C (-1.8960, -1.9835, -0.4677)
N (-2.7810, 0.3389, -0.3647)
H (0.1755, -1.0313, 2.6699)
H (0.4641, -3.2191, 1.5992)
H (-0.8075, -3.8209, -0.4095)
H (0.1836, 1.9143, 2.0547)
H (-0.7915, 1.3433, 3.3498)
H (-2.8219, 2.4097, 0.3293)
H (-3.7275, 0.2412, -0.7034)
H (-2.3127, -2.1559, -1.4482)
H (-1.1722, 2.9107, 2.5611)
C (2.4893, 0.7267, -1.0188)
C (3.4020, 0.9661, -2.2126)
C (1.1641, 0.0821, -1.4650)
H (2.9659, 0.0496, -0.3214)
H (2.2388, 1.6528, -0.5121)
H (3.7914, 0.0175, -2.5823)
H (0.4463, 0.8630, -1.7591)
H (1.2712, -0.4791, -2.3929)
H (4.1994, 1.6765, -1.9731)
H (2.8920, 1.4294, -3.0632)
H (0.6313, -0.4657, -0.6992)

The calculation puts the HOMO-LUMO gap at 9.00 eV. Its LUMO energy is 1.0 eV.

It turns out (x) is the most stable, with the second structure 9.3 kJ/mol higher.